Computed, not measured: 6 unconnected molecules or ions with the total composition C37H33BrFN2O15P2, with ωB97M-V with the def2-TZVPD basis set.

Geometry as XYZ:
```
91
Properties=species:S:1:pos:R:3:forces:R:3
C 4.582861 2.101881 -2.541796 -0.35 -0.06 0.22
C 3.376662 1.595104 -3.306390 0.07 0.18 0.37
F 3.773007 1.289433 -4.606137 -0.15 0.05 -0.02
C 2.891610 0.255083 -2.758947 0.94 -0.43 -0.20
C 2.034071 -0.662960 -3.631288 0.30 0.12 0.40
C 1.814145 -1.822913 -2.622747 -1.24 0.08 -0.11
P 0.144189 -2.759396 -2.852089 0.04 -0.15 -0.62
O -0.742763 -1.385864 -2.703068 0.13 -0.03 0.37
O -0.006212 -3.404530 -1.374730 -0.06 0.04 -0.07
P 3.242650 -3.078222 -2.422860 0.32 -0.18 0.52
O 4.158616 -2.709264 -3.714251 -0.07 -0.02 0.13
Br 2.364599 -5.010845 -3.104585 0.04 0.18 -0.09
C 1.596097 -1.021316 -1.412156 0.36 0.34 -0.12
N 2.128105 0.156447 -1.484227 -0.36 -0.12 0.02
C 1.951442 1.154990 -0.424976 -0.42 -0.01 0.33
O 1.780772 2.453101 -0.913478 0.50 -0.06 0.11
N 0.608911 2.481476 -1.782113 -0.39 -0.38 0.15
O 0.254979 3.558258 -1.931273 -0.02 0.45 -0.22
H 4.361391 2.115633 -1.471964 0.01 0.06 0.01
H 4.856134 3.109567 -2.842296 0.12 -0.08 -0.14
H 5.412894 1.415349 -2.699295 0.12 0.06 -0.08
H 2.599027 2.354115 -3.350517 -0.12 -0.06 -0.24
H 3.822305 -0.286355 -2.534044 0.10 0.09 -0.03
H 2.487759 -0.945294 -4.576076 -0.07 0.08 -0.07
H 1.091226 -0.137621 -3.796952 -0.11 -0.23 -0.31
H -1.687601 -1.612717 -2.691293 -0.54 0.36 -0.35
H -0.367729 -2.780218 -0.724378 0.06 -0.24 0.28
H 4.041911 -1.817154 -4.052219 0.10 0.03 -0.29
H 0.989877 -1.280559 -0.550008 0.22 -0.16 0.16
H 1.062415 0.860688 0.137898 0.04 -0.22 -0.05
H 2.789994 1.139404 0.268712 0.23 0.26 -0.24
C 6.408917 8.102122 -4.877229 0.02 -0.03 0.01
C 6.747563 6.850866 -4.578742 0.00 0.03 -0.01
C 5.718321 5.822741 -4.295893 0.08 0.01 -0.03
O 6.031294 4.680654 -4.021241 -0.09 0.04 0.03
C 4.295664 6.238101 -4.360366 0.00 0.01 0.01
C 3.953541 7.487582 -4.658483 -0.01 -0.04 0.01
C 4.985113 8.521140 -4.941686 0.02 0.00 0.00
O 4.672794 9.656671 -5.213837 -0.02 0.03 0.00
H 7.143023 8.869440 -5.086335 -0.02 0.02 -0.01
H 7.777935 6.523645 -4.527094 -0.01 -0.03 0.01
H 3.560760 5.470142 -4.152960 0.01 -0.02 0.00
H 2.922643 7.813550 -4.711069 0.01 0.04 -0.01
C -0.409064 -2.748859 3.274355 -0.02 -0.07 -0.03
C 0.062346 -2.947183 4.501928 0.00 -0.04 -0.02
C 1.484739 -2.679273 4.830928 -0.01 -0.01 -0.01
O 1.923629 -2.855896 5.941375 0.01 0.02 0.03
C 2.360895 -2.181173 3.732298 0.01 0.02 -0.02
C 1.879862 -1.985899 2.508415 -0.03 0.06 -0.07
C 0.459267 -2.253194 2.193857 -0.07 -0.13 0.16
O 0.012479 -2.069194 1.068577 0.09 0.24 -0.01
H -1.442441 -2.936918 3.014373 0.00 0.02 -0.02
H -0.560822 -3.305980 5.310314 0.00 0.04 0.03
H 3.395692 -1.995200 3.990177 0.00 -0.02 0.03
H 2.502543 -1.631407 1.694838 0.01 -0.04 -0.01
C -4.530756 -0.746190 4.473904 -0.05 -0.06 -0.03
C -5.399775 -0.083485 3.714121 0.05 0.00 0.00
C -4.958950 1.007357 2.808850 -0.03 -0.01 0.04
O -5.742836 1.612641 2.114178 0.00 0.01 -0.05
C -3.507059 1.332693 2.783532 0.04 -0.02 0.00
C -2.639846 0.670524 3.542851 0.01 0.01 -0.03
C -3.085805 -0.420503 4.443994 -0.09 0.01 0.07
O -2.286993 -1.026545 5.131370 0.07 0.01 -0.05
H -4.829012 -1.540978 5.145839 0.03 0.04 0.07
H -6.459555 -0.302988 3.718381 -0.01 0.03 -0.01
H -3.208405 2.132966 2.118239 -0.04 0.02 0.00
H -1.579278 0.891643 3.544544 0.00 -0.01 0.05
C -3.595843 -4.526844 9.868378 -0.03 0.01 -0.02
C -4.464715 -3.863162 9.110947 0.00 -0.02 0.02
C -4.020873 -2.772500 8.208774 0.02 0.00 0.03
O -4.814550 -2.166708 7.517452 -0.01 -0.01 -0.06
C -2.572877 -2.447415 8.180706 0.05 0.02 0.02
C -1.703094 -3.111218 8.937856 -0.03 0.00 -0.03
C -2.145272 -4.204946 9.841523 0.00 0.00 0.00
O -1.354239 -4.811009 10.527881 0.02 -0.02 0.01
H -3.895960 -5.325640 10.534372 0.03 0.00 0.01
H -5.525009 -4.081362 9.114283 -0.01 0.03 -0.02
H -2.273583 -1.649992 7.513000 -0.05 0.00 -0.03
H -0.642458 -2.892435 8.934487 0.01 -0.02 0.03
C -6.237230 -1.422627 -5.583325 0.01 -0.01 0.03
C -5.630884 -1.621920 -4.416395 -0.01 0.01 0.03
C -4.189385 -1.336411 -4.246636 -0.04 0.03 -0.12
O -3.637839 -1.522317 -3.175741 0.25 -0.12 0.17
C -3.441096 -0.819013 -5.415353 0.02 -0.02 0.02
C -4.043568 -0.618055 -6.583333 0.04 0.00 0.02
C -5.492696 -0.903807 -6.760668 -0.02 -0.01 0.00
O -6.040781 -0.719761 -7.821312 0.00 0.01 -0.02
H -7.289760 -1.624732 -5.733731 0.00 0.01 -0.03
H -6.152347 -1.997864 -3.545727 0.02 0.00 0.02
H -2.387983 -0.617615 -5.261725 0.00 -0.01 0.02
H -3.519730 -0.241561 -7.452471 -0.03 0.00 -0.02
```
Positions in Å, forces in eV/Å.

largest force on an atom: 1.24 eV/A
E_tot: -163921.3530 eV
spin multiplicity: 1
frontier orbital gap: 7.37 eV
net charge: +1

The Mulliken scheme yields these atomic charges, measured in e: C -0.952; C 0.387; F -0.401; C 0.201; C -2.177; C 2.169; P 0.044; O -0.517; O -0.276; P 0.169; O -0.485; Br -0.172; C -1.214; N 0.707; C -0.565; O -0.251; N 0.376; O -0.387; H 0.237; H 0.018; H 0.451; H 0.216; H 0.369; H 0.355; H 0.562; H 0.452; H 0.371; H 0.428; H 0.430; H 0.492; H 0.265; C -0.411; C -0.372; C 0.480; O -0.540; C -0.157; C -0.454; C 0.295; O -0.516; H 0.405; H 0.428; H 0.402; H 0.418; C -0.455; C -0.352; C 0.168; O -0.519; C -0.519; C -0.254; C 0.454; O -0.586; H 0.514; H 0.414; H 0.458; H 0.446; C -0.261; C -0.454; C 0.289; O -0.544; C -0.473; C -0.207; C 0.381; O -0.430; H 0.361; H 0.440; H 0.428; H 0.492; C -0.399; C -0.373; C 0.412; O -0.528; C -0.147; C -0.455; C 0.306; O -0.532; H 0.409; H 0.432; H 0.406; H 0.464; C -0.385; C -0.388; C 0.433; O -0.570; C -0.221; C -0.408; C 0.278; O -0.509; H 0.411; H 0.435; H 0.425; H 0.432

***

Computed, not measured: a molecular structure, C37H33BrN4O6PSc, with ωB97M-V with the def2-TZVPD basis set.

Geometry as XYZ:
```
83
Properties=species:S:1:pos:R:3:forces:R:3
Sc 0.319250 -0.266504 -0.706292 0.53 -0.08 -0.13
C 1.976950 -3.594568 -3.483587 0.01 -0.01 0.00
C 1.405458 -2.800369 -2.357053 0.06 -0.02 0.08
N 1.598207 -1.551070 -2.165474 -0.17 -0.03 0.00
N 2.425250 -0.832785 -2.977937 0.00 -0.01 -0.03
C 2.603492 0.343335 -2.405298 -0.08 0.10 0.04
O 2.118070 0.664271 -1.264167 -0.09 0.04 0.05
C 3.354994 1.385782 -3.148931 0.01 -0.03 -0.03
C 3.525256 2.636586 -2.563117 0.00 0.00 0.00
C 4.138019 3.657660 -3.272708 0.00 0.01 0.00
C 4.582915 3.433501 -4.568181 0.00 0.00 0.00
C 4.420167 2.183157 -5.152939 0.00 0.00 0.01
C 3.807394 1.160859 -4.446469 0.01 0.01 -0.01
C 0.627914 -3.449333 -1.272561 0.00 0.04 0.01
C 0.244527 -4.780648 -1.306311 0.00 -0.02 0.00
C -0.415660 -5.314320 -0.206333 0.00 0.00 0.00
C -0.666407 -4.508763 0.888435 0.02 0.01 -0.01
C -0.263390 -3.179137 0.835551 -0.01 -0.06 0.01
N 0.360611 -2.666421 -0.213992 -0.02 0.05 -0.01
H 2.610812 -2.955935 -4.090985 0.00 0.00 0.00
H 2.561533 -4.436409 -3.107739 0.01 0.00 0.00
H 1.176814 -4.001217 -4.107063 0.00 0.00 0.00
H 3.159532 2.795402 -1.557533 0.00 0.00 0.00
H 4.262324 4.631028 -2.815801 0.00 0.00 0.00
H 5.057780 4.232664 -5.123433 0.00 0.00 0.00
H 4.769789 2.007248 -6.162290 0.00 0.00 0.00
H 3.662639 0.185638 -4.890395 -0.01 0.00 0.00
H 0.465476 -5.390065 -2.171392 0.00 0.00 0.00
H -0.721825 -6.352571 -0.208031 0.00 0.00 0.00
H -1.167132 -4.886623 1.768473 0.00 0.00 0.00
H -0.462305 -2.492873 1.648938 0.00 -0.01 -0.01
O 1.002218 1.570252 2.593062 -0.01 0.02 -0.06
C 0.191057 0.743702 2.244873 0.32 0.09 0.04
O 0.392548 -0.115203 1.270890 -0.63 -0.04 -0.06
C -1.126007 0.671373 3.021407 0.00 0.02 0.06
P -2.387599 -0.618923 2.640834 0.06 0.02 0.00
C -3.437096 -0.361279 4.130129 -0.02 -0.03 -0.03
C -4.262979 0.748607 4.305648 0.01 0.00 0.02
C -4.983243 0.913039 5.479238 0.01 0.02 -0.04
C -4.884097 -0.026849 6.496251 0.01 -0.03 0.01
C -4.067575 -1.135313 6.332571 -0.02 -0.01 0.03
C -3.355348 -1.303224 5.153105 0.01 0.00 -0.03
C -3.423531 0.183194 1.363444 -0.07 0.02 0.04
C -3.003620 1.275741 0.614739 0.00 0.00 0.01
C -3.803838 1.789045 -0.400299 0.00 -0.01 0.02
C -5.046360 1.233498 -0.659429 0.01 0.00 -0.02
C -5.484751 0.150173 0.095429 0.01 -0.02 0.00
C -4.674051 -0.376211 1.086869 0.02 -0.01 0.00
H -1.564153 1.672212 3.013158 -0.02 0.00 -0.03
H -0.845749 0.504650 4.064708 0.02 -0.05 -0.02
H -4.346191 1.488000 3.517915 0.00 0.00 -0.01
H -5.621104 1.779157 5.601766 0.00 0.00 0.00
H -5.445290 0.103289 7.412576 0.00 0.00 0.00
H -3.989437 -1.873485 7.120509 0.00 0.00 0.00
H -2.727066 -2.177050 5.021656 0.01 0.00 0.00
H -2.038151 1.729335 0.787142 -0.03 0.00 0.03
H -3.446854 2.629682 -0.982346 0.00 0.01 0.00
H -5.676098 1.643726 -1.438915 0.00 0.00 0.00
H -6.459369 -0.283845 -0.091694 0.00 0.00 0.00
H -5.018555 -1.227515 1.665397 -0.01 0.00 0.01
Br -0.201110 7.107148 -1.962330 0.00 0.00 0.00
C 0.014440 5.454507 -2.864553 0.00 0.00 0.00
C 0.459326 5.452496 -4.177689 0.00 0.00 0.00
C 0.622352 4.242710 -4.837874 0.00 0.00 0.01
C 0.338270 3.051313 -4.190790 -0.01 0.02 -0.01
C -0.103390 3.072357 -2.873428 -0.02 -0.02 -0.04
C -0.262401 4.276054 -2.197219 0.00 0.01 0.00
C -0.314083 1.788609 -2.149182 0.08 -0.07 0.13
O -0.488541 1.787522 -0.899374 0.05 -0.06 -0.07
O -0.220047 0.689214 -2.773592 0.00 0.06 0.01
H 0.682870 6.387363 -4.672965 0.00 0.00 0.00
H 0.986520 4.234173 -5.856575 0.00 0.00 0.00
H 0.483538 2.099190 -4.682213 0.00 -0.01 0.01
H -0.576774 4.273809 -1.163019 0.00 0.00 0.00
C -3.578427 -2.413732 -1.609338 -0.01 0.01 0.01
C -2.482595 -1.437342 -1.921619 0.01 0.05 -0.01
N -2.415468 -0.941080 -3.153488 0.01 0.01 0.01
O -1.643230 -1.145702 -1.055208 -0.06 0.02 0.04
H -4.537139 -2.070101 -1.995517 0.00 -0.01 -0.01
H -3.641133 -2.539636 -0.532941 -0.01 0.00 0.01
H -3.336045 -3.372418 -2.071889 0.00 -0.01 0.00
H -3.116270 -1.163446 -3.836600 -0.01 0.00 0.01
H -1.669006 -0.274852 -3.352978 -0.01 0.00 -0.02
```
Positions in Å, forces in eV/Å.

largest force on an atom: 0.63 eV/A
E_tot: -157190.1053 eV
spin multiplicity: 1
frontier orbital gap: 7.70 eV
relative energy (zero: lowest compared OMol25 entry of this formula, charge and spin): 13.7 kcal per mole

The Mulliken scheme yields these atomic charges, measured in e: Sc -0.042; C -1.758; C 0.728; N 1.162; N -1.322; C 0.372; O -0.852; C 0.446; C -0.195; C -0.783; C -0.371; C -0.743; C -0.175; C 0.675; C -0.799; C -0.519; C -0.877; C -0.212; N 0.241; H 0.360; H 0.376; H 0.342; H 0.461; H 0.435; H 0.420; H 0.397; H 0.444; H 0.438; H 0.427; H 0.490; H 0.514; O -0.684; C 0.239; O -0.315; C -0.864; P -0.091; C 0.445; C -0.258; C -0.687; C -0.450; C -0.545; C -0.476; C 0.634; C -0.199; C -0.385; C -0.540; C -0.730; C -0.596; H 0.456; H 0.693; H 0.339; H 0.395; H 0.379; H 0.381; H 0.321; H 0.129; H 0.391; H 0.416; H 0.410; H 0.448; Br -0.200; C -0.264; C -0.340; C -0.869; C -0.286; C 0.165; C -0.200; C 1.764; O -0.821; O -1.155; H 0.429; H 0.434; H 0.451; H 0.563; C -1.668; C 0.298; N -0.103; O 0.951; H 0.490; H 0.181; H 0.393; H 0.194; H 0.257

***

Number 2 is which compound?
C37H33BrN4O6PSc

***

Which of these has the highest frontier orbital gap?
C37H33BrN4O6PSc